1.
Below is C39H41N4P2S2SiZn as an isolated structure in a non-equilibrium geometry, with properties calculated with wB97M-V/def2-TZVPD.

Geometry as XYZ:
```
90
C39H41N4P2S2SiZn (wB97M-V/def2-TZVPD)
Zn 9.97078 12.02151 15.99803
N 13.18566 12.41436 17.47066
P 11.51046 12.47637 17.83282
C 11.28013 14.06218 18.64684
C 10.06517 14.70977 18.56556
C 9.88796 15.92719 19.19526
C 10.97289 16.52216 19.88938
C 12.09964 15.76021 20.14926
C 12.30133 14.57188 19.45683
C 11.40054 11.30791 19.21452
C 11.22148 9.97691 18.86709
C 11.02481 8.97563 19.82747
C 10.98967 9.35930 21.17610
C 11.16021 10.69105 21.53739
C 11.52612 11.64303 20.59760
P 14.11297 12.82366 15.97495
C 15.54169 11.80202 16.48021
C 16.63246 12.16204 17.26027
C 17.53473 11.21114 17.71336
C 17.49353 9.89504 17.25595
C 16.33689 9.47431 16.49208
C 15.34890 10.40754 16.22019
C 14.65316 14.51782 16.04909
C 14.95897 15.19447 17.21509
C 15.28286 16.56952 17.16792
C 15.45892 17.20238 15.91307
C 15.15865 16.51498 14.71948
C 14.76525 15.19838 14.80954
H 13.74151 11.66021 17.94623
H 9.25934 14.21843 18.06756
H 8.97587 16.51934 19.02960
H 10.87994 17.56913 20.20267
H 12.88377 16.09490 20.87082
H 13.20241 13.99155 19.61215
H 11.18424 9.69842 17.85291
H 10.75774 7.95890 19.53780
H 10.91205 8.59347 21.99043
H 11.06143 11.05338 22.55148
H 11.95910 12.58260 20.92641
H 16.79931 13.21267 17.59499
H 18.35636 11.50228 18.30949
H 18.36871 9.24292 17.40464
H 16.19449 8.41105 16.19019
H 14.44904 10.10307 15.65526
H 15.13117 14.62151 18.11058
H 15.37234 17.14551 18.09995
H 15.82929 18.22561 15.93319
H 15.36980 16.95119 13.73319
H 14.60945 14.67578 13.88622
C 7.93862 7.12353 13.95003
Si 9.01151 7.68767 12.56185
C 10.18197 6.33312 11.98670
C 7.94877 8.42550 11.21192
C 10.24521 8.99282 13.28240
C 11.44401 9.08878 12.61900
C 12.29917 10.16544 12.82917
C 11.91402 11.15449 13.68331
N 10.83130 11.05251 14.39926
C 9.97961 9.97486 14.32080
S 8.72875 10.01722 15.61679
H 7.40733 6.22232 13.62984
H 7.27713 7.91943 14.35576
H 8.56595 6.82052 14.81975
H 9.78586 5.29937 11.93787
H 11.17467 6.36095 12.48940
H 10.34216 6.62654 10.92212
H 7.41498 7.63650 10.58064
H 8.57187 9.02124 10.51354
H 7.24622 9.17919 11.62319
H 11.72251 8.27328 11.94026
H 13.30574 10.09409 12.38262
H 12.57016 12.01326 13.74368
N 9.30149 15.34859 13.49264
C 8.75876 14.14565 13.78042
S 8.37164 13.69801 15.36742
N 8.52261 13.33693 12.68930
C 8.02569 13.80640 11.45409
C 8.52332 13.28262 10.26120
C 8.24541 13.91900 9.03220
C 7.52139 15.12196 9.01556
C 6.96034 15.63761 10.19629
C 7.19557 14.91971 11.40827
H 9.94371 15.72057 14.24499
H 9.73543 15.40821 12.58185
H 8.39509 12.33363 12.93166
H 9.03650 12.30585 10.32594
H 8.68496 13.58216 8.08664
H 7.33420 15.63172 8.07215
H 6.37376 16.56248 10.17825
H 6.84831 15.34698 12.35322
```

Properties
Net charge: +1
Energy, eV: -143609.2255
Energy above the lowest of the compared OMol25 structures with the same formula, charge and spin, eV: 2.108
2S+1: 1

Mulliken atomic charge list, values in e, 8 entries:
1. Zn 0.0546
2. N -0.1573
3. P 1.6730
4. C 0.5687
5. C -0.9210
6. C -0.7148
7. C -0.6016
8. C -0.8645

2.
Below is C12H19CoN8O4S as an isolated structure in a non-equilibrium geometry, with properties calculated with wB97M-V/def2-TZVPD.

Geometry as XYZ:
```
45
C12H19CoN8O4S (wB97M-V/def2-TZVPD)
Co 0.68544 -0.46939 -0.19644
N 0.48981 2.54056 1.13857
C 0.07297 1.54360 1.97225
N -0.42234 1.87701 3.13770
C -0.63507 0.86251 3.99369
N -1.19012 1.12438 5.15875
N -0.26170 -0.42725 3.75386
C 0.13456 -0.66288 2.54522
N 0.21304 0.25915 1.54352
C 0.54375 -2.01875 2.13641
C 0.66494 -3.05993 3.02088
C 1.03111 -4.30808 2.52190
C 1.21049 -4.45348 1.16190
C 1.06454 -3.35452 0.32564
N 0.76503 -2.14507 0.80636
H 0.47661 3.45043 1.58086
H 1.35887 2.34152 0.65998
H -1.45060 2.06902 5.39235
H -1.31300 0.38652 5.83329
H 0.47449 -2.88722 4.07010
H 1.15542 -5.14979 3.18947
H 1.46786 -5.40757 0.72521
H 1.18261 -3.44938 -0.73865
O 3.15534 -2.37372 -1.46439
S 2.43503 -1.22105 -1.87427
O 2.76398 -0.59619 -3.10930
O 0.88259 -1.43564 -1.75097
O 2.39150 -0.14768 -0.70206
N -1.88761 2.00935 -3.62348
C -2.39493 1.99219 -2.20797
C -1.70112 0.88917 -1.42317
N -0.23217 1.01234 -1.44924
C 0.24970 1.04833 -2.85094
C -0.38690 2.16785 -3.65134
H -2.33615 2.76268 -4.14946
H -2.14170 1.13645 -4.09454
H -3.47399 1.85199 -2.22653
H -2.17481 2.97607 -1.79289
H -1.95756 -0.09136 -1.83430
H -2.06312 0.92155 -0.39558
H 0.01738 1.89861 -1.01477
H 0.03865 0.08340 -3.31021
H 1.33112 1.16136 -2.87131
H -0.06087 2.13523 -4.68914
H -0.17306 3.15770 -3.24695
```

Properties
Net charge: +2
Energy, eV: -81312.6512
Energy above the lowest of the compared OMol25 structures with the same formula, charge and spin, eV: 0.298
2S+1: 1

Mulliken atomic charge list, values in e, 8 entries:
1. Co -0.1562
2. N -0.4633
3. C 0.5901
4. N -0.6195
5. C 0.4446
6. N -0.2900
7. N -0.5983
8. C -0.0202

3.
Below is C30H28N5O6SZn as an isolated structure in a non-equilibrium geometry, with properties calculated with wB97M-V/def2-TZVPD.

Geometry as XYZ:
```
71
C30H28N5O6SZn (wB97M-V/def2-TZVPD)
Zn 0.43735 0.27673 -0.20526
O 1.31022 -0.72366 -2.05441
C 1.18650 -2.12018 -2.18502
C 1.10158 -2.69100 -0.79861
C 0.90934 -4.04682 -0.59024
C 0.82223 -4.51632 0.70991
C 0.93862 -3.60517 1.75176
C 1.13096 -2.27080 1.44994
N 1.21326 -1.81831 0.19360
H 1.16845 -0.26912 -2.89054
H 2.04869 -2.54969 -2.70948
H 0.27888 -2.39551 -2.73605
H 0.82182 -4.71674 -1.43707
H 0.66141 -5.56747 0.90912
H 0.87457 -3.91948 2.78353
H 1.23188 -1.52654 2.23085
N -0.89377 3.40252 -0.93460
C -0.81778 2.66337 -2.05426
S 0.67865 2.06574 -2.50767
N -2.01086 2.47693 -2.70053
C -2.39137 1.61550 -3.74797
C -1.55535 1.19467 -4.78325
C -2.03574 0.32582 -5.75168
C -3.34724 -0.12239 -5.72518
C -4.19118 0.32722 -4.72113
C -3.72082 1.18654 -3.74547
H -0.15470 3.18221 -0.23962
H -1.80626 3.56525 -0.53227
H -2.80335 2.78879 -2.15994
H -0.54262 1.55165 -4.81921
H -1.36979 0.00679 -6.54405
H -3.70832 -0.80531 -6.48300
H -5.22267 0.00055 -4.69394
H -4.38610 1.52057 -2.95666
O 1.32784 0.71401 4.27391
C 1.62130 0.96303 3.08296
O 0.65674 0.59171 2.06854
C 2.86000 1.50828 2.59293
C 3.25458 1.56820 1.23216
C 4.43795 2.18691 0.86863
C 5.28149 2.74651 1.81447
C 4.92502 2.63478 3.16497
C 3.74842 2.02707 3.55564
N 5.81699 3.16301 4.17283
O 6.78331 3.81807 3.80879
O 5.58172 2.94121 5.34888
H 2.63173 1.12087 0.47054
H 4.71119 2.23678 -0.17891
H 6.20303 3.23804 1.54402
H 3.49395 1.95731 4.60215
C -1.63050 -0.01246 -0.39430
C -2.07450 -1.20667 0.31783
C -2.46513 -1.15346 1.66807
C -2.87889 -2.27819 2.34553
C -2.91223 -3.52206 1.70153
C -2.51732 -3.59569 0.36172
C -2.11790 -2.46305 -0.31124
C -3.36077 -4.68698 2.38210
N -3.73771 -5.63290 2.92164
H -2.07522 0.89775 0.01163
H -1.81596 -0.08014 -1.46810
H -2.42682 -0.20225 2.18524
H -3.19194 -2.20890 3.37936
H -2.54006 -4.55402 -0.14300
H -1.83817 -2.53362 -1.35735
C -0.51964 2.62427 2.83024
C 0.43797 1.94866 1.90335
O 0.74192 2.38661 0.73083
H -0.36447 3.70226 2.78499
H -0.33918 2.26891 3.84734
H -1.56522 2.39984 2.55850
```

Properties
Net charge: -1
Energy, eV: -110551.0005
Energy above the lowest of the compared OMol25 structures with the same formula, charge and spin, eV: 4.509
2S+1: 1

Mulliken atomic charge list, values in e, 8 entries:
1. Zn 2.4635
2. O -0.3876
3. C -0.7144
4. C 0.4469
5. C -0.8217
6. C -0.4058
7. C -0.9617
8. C -0.3707